17
Properties=species:S:1:pos:R:3 method="wB97M-V/def2-TZVPD" lumo_ev=0.5 e_homo_ev=-8.8 total_charge=0 multiplicity=1 largest_force_ev_per_a=4.75
C 2.207 -0.562 0.208
C 0.724 1.178 0.268
C -0.228 0.039 -0.159
C -1.288 0.587 -1.114
C -0.886 -0.575 1.081
N 0.675 -0.832 -0.881
O 3.060 -1.357 0.259
O 1.952 0.589 0.706
Br 0.301 -2.637 -0.991
H 0.947 1.834 -0.579
H 0.330 1.765 1.097
H -1.806 1.428 -0.659
H -2.013 -0.189 -1.346
H -0.821 0.911 -2.040
H -1.510 0.168 1.571
H -0.133 -0.931 1.783
H -1.512 -1.418 0.795



15
Properties=species:S:1:pos:R:3 method="wB97M-V/def2-TZVPD" lumo_ev=0.9 e_homo_ev=-10.0 total_charge=0 multiplicity=1 smiles="CC/C=C/C(Cl)Cl" largest_force_ev_per_a=2.42
C -1.644 -0.360 1.030
C -0.309 -0.992 1.297
C 0.703 -0.395 0.298
C 0.364 0.487 -0.634
C 1.307 1.004 -1.687
H -1.964 -0.513 0.013
H -2.408 -0.862 1.674
H -1.560 0.675 1.271
H 0.090 -0.800 2.288
H -0.359 -2.052 1.154
H 1.725 -0.882 0.368
H -0.662 0.772 -0.747
H 2.293 0.533 -1.541
Cl 1.634 2.744 -1.432
Cl 0.790 0.640 -3.350